A 5-piece molecular cluster, C31H42F32N2O8P3S2 overall. Source: the OMol25 dataset; level of theory: ωB97M-V/def2-TZVPD.

XYZ file:
```
120
Properties=species:S:1:pos:R:3:forces:R:3
C 3.045040 6.192000 -0.620004 0.16 0.08 -0.59
C 3.801888 6.025654 -2.085621 0.24 0.65 0.98
P 4.132352 4.155984 -2.526515 2.14 0.02 2.72
C 3.394053 3.018727 -1.125943 -0.93 0.05 0.50
N 3.355658 3.750094 -4.120363 -1.14 1.28 -1.56
C 2.128521 4.548808 -4.438525 -2.96 1.50 -2.33
C 0.968163 4.643538 -3.309942 -1.02 1.23 0.66
C -0.578849 4.391303 -3.886757 0.31 -1.11 -0.46
S -1.718082 5.569539 -2.954854 -0.47 -1.38 0.10
C -3.203474 4.478923 -2.461682 -2.32 -1.70 -0.51
S -4.363423 3.920199 -3.614717 3.10 1.48 2.59
N -3.428118 4.080602 -1.014853 0.79 1.13 -0.87
C -2.329522 3.184675 -0.480537 1.11 0.64 0.00
C -1.271550 4.114477 0.388666 0.39 -0.34 -0.95
O -1.865335 4.614574 1.641439 -0.74 -0.65 -1.54
C -3.278713 4.994570 1.472726 -1.33 -0.05 -0.49
C -3.684062 5.280095 -0.122323 0.41 1.59 1.31
P 3.228614 1.984318 -4.376223 2.11 -1.95 0.08
P 1.232018 1.195704 -4.074124 -5.63 -1.80 2.51
O 0.594944 1.447711 -2.650397 2.73 -0.07 -5.05
O 1.372454 -0.569997 -4.220010 1.43 3.78 1.15
O 0.221366 1.682447 -5.422383 2.51 -2.89 1.68
H 3.152909 7.330262 -0.316272 -0.52 -2.44 -0.61
H 3.590185 5.546072 0.222808 -1.32 1.39 -1.98
H 1.919788 5.854398 -0.775725 2.36 0.88 0.75
H 4.889686 6.479791 -1.935590 -2.20 -1.17 -0.62
H 3.296043 6.618065 -2.955582 0.78 -1.10 1.73
H 2.425656 3.465624 -0.644737 1.82 -0.97 -0.90
H 3.177320 1.929405 -1.491038 0.46 2.14 0.57
H 4.225263 2.964701 -0.301030 -1.45 0.21 -1.74
H 4.091526 4.065178 -4.825445 -0.94 -0.58 1.07
H 2.424177 5.655733 -4.753898 -0.34 -2.47 0.79
H 1.650287 4.073186 -5.423563 1.02 1.02 2.06
H 1.099937 3.983994 -2.356901 -0.02 1.00 -1.96
H 0.953667 5.773125 -2.921494 0.20 -2.48 -0.82
H -0.966341 3.296653 -3.639640 1.04 2.36 -0.72
H -0.650845 4.588427 -5.057131 0.17 -0.41 2.57
H -1.738479 2.746781 -1.402288 -1.18 0.65 1.93
H -2.799210 2.302027 0.159886 1.07 1.98 -1.30
H -0.306692 3.456171 0.556492 -1.98 1.32 0.37
H -0.899723 5.067930 -0.222278 -0.98 -2.15 0.94
H -4.046820 4.175521 1.865910 1.93 1.38 -0.72
H -3.452074 5.947143 2.150581 0.36 -1.83 -1.70
H -4.825451 5.626043 -0.128403 2.54 -0.90 -0.21
H -2.996071 6.203550 -0.436865 -1.52 -1.77 0.45
H 3.511695 1.762460 -5.800387 -0.76 0.76 0.93
H 1.888232 -0.805696 -3.369862 -1.09 0.27 -1.61
H 0.263867 0.905892 -6.071620 -0.30 1.41 0.95
C 1.068156 -6.476307 -1.779676 -0.66 -0.93 -0.21
C 2.597787 -6.328937 -1.782855 -0.22 -0.08 -0.94
C 3.187980 -5.696034 -0.526584 1.01 -0.09 0.68
F 2.726451 -4.446247 -0.306382 0.33 -0.18 0.06
F 4.540063 -5.585801 -0.637022 -0.22 -0.20 -0.26
F 2.977901 -5.661665 -2.904849 0.04 0.02 0.38
F 3.123237 -7.588680 -1.908383 -0.17 0.38 0.52
O 0.328489 -5.447661 -2.445550 0.52 1.76 1.12
C 0.092819 -4.268872 -1.674911 -0.65 -2.52 0.23
C 0.818001 -3.036986 -2.227459 0.34 0.35 -0.36
F 2.156642 -3.240715 -2.324379 -0.51 0.19 -0.24
F 0.648553 -1.962129 -1.412272 -0.20 -0.24 0.03
F 0.390315 -4.523345 -0.378430 -0.54 0.78 -0.49
F -1.252576 -4.064510 -1.714846 0.64 0.47 -0.26
H 0.843649 -7.382887 -2.355294 0.21 0.31 -0.07
H 0.669471 -6.683886 -0.779651 0.30 0.27 -0.20
H 2.978665 -6.306317 0.357056 -0.11 -0.05 -0.17
H 0.446277 -2.775673 -3.222692 -0.17 -0.21 0.09
C 0.446963 -6.911800 4.548160 -0.95 0.61 -0.12
C 1.045881 -7.582799 5.794176 -0.83 -0.73 -0.14
C 2.548360 -7.388482 5.972809 0.92 -0.13 0.82
F 3.264537 -7.885554 4.941560 -0.03 0.14 0.46
F 2.985499 -8.039476 7.085281 -0.43 0.15 -0.14
F 0.708309 -8.899861 5.795597 0.33 0.40 0.01
F 0.416909 -7.040765 6.884774 0.52 0.22 -0.31
O 0.277590 -7.744559 3.396452 2.00 -0.41 -0.46
C 1.443994 -7.917087 2.591031 -1.38 1.54 1.08
C 1.970810 -9.356226 2.600165 0.41 -1.14 0.27
F 2.235987 -9.788526 3.859394 -0.40 0.20 -0.67
F 3.134354 -9.456409 1.903968 -0.36 0.50 -0.05
F 2.375701 -7.007959 2.964575 -0.08 -0.45 -0.92
F 1.073980 -7.572878 1.326889 0.20 -0.51 0.13
H -0.574657 -6.615924 4.817188 0.20 -0.33 0.02
H 0.946532 -5.967968 4.299767 0.14 -0.35 0.12
H 2.796769 -6.329655 6.092208 -0.18 0.03 -0.06
H 1.244364 -10.043450 2.156373 -0.10 0.26 -0.03
C 0.119481 3.960436 4.262665 -0.69 -0.38 -0.80
C -0.199316 4.053597 5.763062 0.23 -1.04 -0.09
C 0.123042 5.397305 6.409318 -0.19 0.66 1.00
F 1.431521 5.718584 6.319155 -0.43 0.05 0.23
F -0.169048 5.370699 7.738397 -0.14 -0.26 -0.34
F 0.411905 3.027071 6.412107 -0.09 0.45 -0.04
F -1.544132 3.828755 5.903505 0.29 0.54 -0.11
O 1.373223 3.364217 3.914441 1.39 1.34 0.78
C 2.501729 4.237088 3.973909 -2.15 -0.10 -0.87
C 3.499758 3.852002 5.071355 0.56 -0.26 1.02
F 2.912205 3.806188 6.294279 0.25 -0.22 -0.74
F 4.505991 4.762081 5.159743 -0.37 -0.05 -0.46
F 2.065289 5.514953 4.077383 0.91 -0.42 -0.36
F 3.103025 4.146657 2.755832 0.28 -0.15 0.42
H -0.628027 3.284506 3.829101 0.22 0.05 0.26
H -0.039357 4.911551 3.740901 0.10 -0.15 0.31
H -0.465923 6.201928 5.959009 -0.04 -0.13 -0.14
H 3.940515 2.870146 4.874778 -0.15 0.06 -0.21
C -4.725671 -1.907839 -3.501527 0.29 -0.27 -1.02
C -4.882797 -0.644142 -2.641365 -0.96 0.10 -0.71
C -4.527817 -0.817866 -1.167960 0.12 0.38 1.00
F -5.293254 -1.744992 -0.553135 0.38 0.52 -0.01
F -4.723983 0.345195 -0.488782 0.08 0.06 -0.37
F -6.140953 -0.153141 -2.798110 0.48 -0.15 0.28
F -4.048435 0.307408 -3.167865 0.27 -0.30 0.37
O -5.912657 -2.674852 -3.728161 -0.19 -0.36 1.83
C -6.263287 -3.580640 -2.681464 1.61 -0.05 -1.42
C -7.568812 -3.201848 -1.973748 -0.92 0.35 0.55
F -7.522690 -1.941997 -1.470252 -0.08 -0.46 -0.45
F -7.814491 -4.029262 -0.923230 0.41 -0.05 -0.45
F -5.214557 -3.700607 -1.832997 -0.71 -0.53 -0.16
F -6.401397 -4.797166 -3.276810 -0.40 0.63 0.42
H -4.432449 -1.566380 -4.502053 -0.29 0.11 0.23
H -3.889600 -2.536602 -3.173305 -0.26 0.18 0.23
H -3.476772 -1.096536 -1.046613 0.01 -0.05 -0.18
H -8.418498 -3.256852 -2.660742 0.23 -0.10 -0.12
```
Positions in Å, forces in eV/Å.

Computed properties:
**Total energy**: -6933.4992 Eh
**Total charge**: +1
**E_HOMO**: -10.64 eV
**E_LUMO**: -4.319 eV

Atom charges from the Löwdin analysis, given in e for atoms 1 to 2: number 1, C, carries -0.1602; number 2, C, carries -0.3870